H12O6Zn | ωB97M-V/def2-TZVPD

Each line ends with the natural charge from an NBO analysis.
Positions of all 19 atoms, in Å:
Zn (13.904, 6.604, 0.981)  1.772
O (14.396, 5.048, -0.300)  -0.815
H (13.937, 4.973, -1.136)  0.534
H (14.751, 4.173, -0.142)  0.563
O (13.052, 5.143, 2.166)  -0.940
H (13.356, 4.852, 3.026)  0.545
H (12.099, 5.067, 2.211)  0.542
O (14.715, 7.959, -0.306)  -0.837
H (15.013, 8.836, -0.065)  0.553
H (14.646, 7.982, -1.260)  0.553
O (15.770, 6.315, 1.718)  -0.863
H (16.225, 6.235, 2.557)  0.562
H (16.449, 6.161, 1.062)  0.542
O (13.377, 7.964, 2.335)  -1.002
H (13.072, 7.797, 3.226)  0.550
H (13.607, 8.893, 2.330)  0.545
O (12.219, 6.773, -0.094)  -0.897
H (12.088, 6.096, -0.757)  0.527
H (11.346, 7.138, 0.052)  0.566

## Properties
charge	+3
spin multiplicity	2
ΔE to the lowest compared entry with this formula, charge and spin	0.7	kcal/mol
highest occupied orbital energy (spin up / spin down)	-25.888 / -25.294	eV
gap between HOMO and LUMO (spin up / spin down)	0.52506 / 0.16999	hartree

C46H64Cl4GeN3O4PtSi3 | ωB97M-V/def2-TZVPD

Each line ends with the Mulliken charge.
Positions of all 126 atoms, in Å:
Pt (0.066, 0.063, -0.225)  2.934
C (-2.559, -4.033, -1.943)  -1.377
C (-2.754, -3.382, -0.574)  2.283
C (-4.191, -3.589, -0.090)  -1.885
C (-1.712, -3.941, 0.377)  0.415
C (-1.765, -5.307, 0.607)  -0.239
C (-0.783, -5.946, 1.336)  -1.760
C (0.306, -5.205, 1.743)  -0.854
C (0.405, -3.826, 1.545)  -0.178
C (1.764, -3.244, 1.880)  0.164
C (2.389, -2.559, 0.673)  -1.478
C (1.810, -2.372, 3.124)  -1.587
C (-0.684, -3.155, 0.959)  0.926
N (-0.886, -1.738, 0.962)  0.634
C (-2.111, -1.412, 1.411)  -0.932
O (-2.820, -2.045, 2.200)  -0.801
C (-2.768, -0.219, 0.752)  0.681
C (-4.095, 0.112, 0.991)  -0.570
C (-4.691, 1.088, 0.207)  -1.334
C (-3.958, 1.699, -0.801)  -0.585
C (-2.639, 1.318, -0.973)  0.044
N (-2.082, 0.385, -0.208)  0.711
C (-1.801, 1.852, -2.103)  -0.705
O (-2.260, 2.664, -2.890)  -0.714
N (-0.528, 1.384, -2.134)  0.835
C (0.167, 1.179, -3.297)  0.032
C (1.460, 1.735, -3.500)  0.430
C (2.233, 1.225, -4.532)  -0.232
C (1.748, 0.262, -5.399)  -1.400
C (0.432, -0.165, -5.290)  -0.414
C (-0.380, 0.281, -4.268)  0.714
C (-1.821, -0.173, -4.225)  1.891
C (-1.982, -1.654, -4.548)  -1.699
C (-2.644, 0.674, -5.203)  -1.899
C (2.020, 2.973, -2.833)  0.809
C (2.046, 4.094, -3.887)  -1.706
C (1.339, 3.525, -1.599)  -1.652
H (-3.270, -3.627, -2.661)  0.308
H (-1.551, -3.855, -2.312)  0.250
H (-2.718, -5.111, -1.886)  0.418
H (-2.581, -2.314, -0.707)  -1.212
H (-4.469, -4.643, -0.143)  0.423
H (-4.314, -3.257, 0.940)  0.256
H (-4.888, -3.036, -0.723)  0.400
H (-2.586, -5.879, 0.192)  0.384
H (-0.837, -7.008, 1.540)  0.377
H (1.135, -5.709, 2.225)  0.440
H (2.386, -4.118, 2.096)  0.833
H (1.850, -1.638, 0.435)  -0.098
H (3.430, -2.303, 0.873)  0.567
H (2.354, -3.215, -0.199)  0.499
H (1.186, -1.481, 2.999)  -0.135
H (1.467, -2.929, 3.994)  0.512
H (2.830, -2.049, 3.319)  0.400
H (-4.632, -0.430, 1.755)  0.595
H (-5.726, 1.358, 0.366)  0.493
H (-4.373, 2.445, -1.462)  0.593
H (3.234, 1.615, -4.674)  0.629
H (2.383, -0.129, -6.183)  0.475
H (0.045, -0.875, -6.007)  0.366
H (-2.210, -0.020, -3.215)  -1.006
H (-1.720, -1.871, -5.585)  0.415
H (-1.366, -2.266, -3.896)  0.267
H (-3.024, -1.941, -4.414)  0.473
H (-2.242, 0.575, -6.212)  0.374
H (-3.678, 0.326, -5.216)  0.449
H (-2.632, 1.728, -4.928)  0.377
H (3.056, 2.734, -2.569)  -0.141
H (1.027, 4.347, -4.184)  0.415
H (2.514, 4.987, -3.471)  0.441
H (2.596, 3.805, -4.781)  0.422
H (0.339, 3.900, -1.829)  0.510
H (1.264, 2.796, -0.795)  -0.305
H (1.940, 4.363, -1.251)  0.761
Cl (6.096, -1.118, -3.795)  -0.187
C (4.508, -1.283, -3.165)  0.647
C (3.679, -2.346, -3.634)  0.486
Cl (4.320, -3.460, -4.774)  -0.198
C (2.395, -2.474, -3.185)  0.693
Cl (1.392, -3.770, -3.700)  -0.220
C (1.828, -1.537, -2.258)  -1.324
O (0.630, -1.586, -1.893)  -0.657
C (2.713, -0.497, -1.714)  -1.043
O (2.282, 0.286, -0.821)  -1.707
C (4.038, -0.399, -2.230)  0.610
Cl (5.015, 0.892, -1.641)  -0.154
C (3.065, 2.515, 4.204)  -1.212
Si (2.819, 1.739, 2.506)  1.160
C (4.094, 0.391, 2.303)  -0.903
C (3.303, 3.004, 1.205)  -0.287
Ge (0.469, 1.263, 1.947)  0.537
Si (-0.851, 0.077, 4.269)  0.868
C (-0.991, -1.726, 4.672)  -1.006
C (-2.606, 0.704, 4.157)  -0.658
C (0.287, 0.874, 5.516)  -1.015
Si (-0.685, 3.382, 2.559)  0.961
C (0.266, 4.895, 1.984)  -1.051
C (-0.920, 3.747, 4.397)  -1.401
C (-2.328, 3.457, 1.652)  -0.788
H (4.073, 2.934, 4.240)  0.403
H (2.981, 1.786, 5.007)  0.250
H (2.365, 3.327, 4.403)  0.245
H (5.074, 0.875, 2.335)  0.512
H (3.987, -0.082, 1.330)  -0.181
H (4.072, -0.369, 3.075)  0.320
H (4.289, 3.392, 1.472)  0.609
H (2.625, 3.843, 1.106)  0.011
H (3.383, 2.506, 0.240)  -0.391
H (-1.488, -2.291, 3.884)  0.012
H (-1.631, -1.744, 5.561)  0.558
H (-0.050, -2.199, 4.923)  0.253
H (-3.187, -0.042, 3.615)  0.049
H (-2.753, 1.675, 3.702)  0.062
H (-2.983, 0.746, 5.183)  0.615
H (1.179, 0.259, 5.627)  0.293
H (-0.240, 0.885, 6.475)  0.522
H (0.586, 1.885, 5.275)  0.074
H (1.211, 5.025, 2.508)  0.243
H (-0.365, 5.757, 2.220)  0.441
H (0.450, 4.900, 0.918)  0.161
H (0.041, 3.953, 4.868)  0.340
H (-1.422, 2.980, 4.977)  0.357
H (-1.516, 4.660, 4.470)  0.446
H (-2.144, 3.679, 0.600)  0.222
H (-2.942, 4.265, 2.057)  0.627
H (-2.905, 2.536, 1.697)  0.072

## Properties
spin multiplicity	6
ΔE to the lowest compared entry with this formula, charge and spin	0.0	kcal/mol
highest occupied orbital energy (spin up / spin down)	-6.807 / -7.564	eV
gap between HOMO and LUMO (spin up / spin down)	0.24182 / 0.16899	hartree

C5H11N2 | ωB97M-V/def2-TZVPD

Each line ends with the natural charge from an NBO analysis.
Positions of all 18 atoms, in Å:
C (-0.142, -1.888, 0.046)  0.218
C (1.200, -1.267, 0.005)  -0.594
C (1.213, 0.044, -0.604)  -0.042
C (-1.367, -0.024, -0.588)  0.000
C (1.589, 1.179, 0.328)  -0.673
N (-1.307, -1.313, -0.053)  -0.426
N (-2.109, 0.997, 0.191)  -0.729
H (-0.045, -2.892, 0.337)  0.205
H (1.655, -1.303, 1.096)  0.269
H (1.817, -2.113, -0.559)  0.290
H (1.035, 0.146, -1.689)  0.240
H (-1.805, -0.140, -1.507)  0.193
H (2.379, 0.854, 0.975)  0.240
H (0.692, 1.403, 1.002)  0.195
H (1.821, 2.223, -0.100)  0.251
H (-1.707, 1.999, -0.054)  0.456
H (-1.770, 1.077, 1.150)  0.448
H (-3.147, 1.019, 0.024)  0.458

## Properties
charge	+1
ΔE to the lowest compared entry with this formula, charge and spin	107.1	kcal/mol
highest occupied orbital energy (spin up / spin down)	-11.983 / -12.342	eV
gap between HOMO and LUMO (spin up / spin down)	0.28425 / 0.31203	hartree